Record 1
Entry from OMol25: 2 unconnected molecules or ions with the total composition C21H15F6N2O8S4 at a distorted geometry (wB97M-V/def2-TZVPD).

The geometry in XYZ format:
```
56
Properties=species:S:1:pos:R:3:lowdin_charge:R:1
S -1.9094 -1.8676 -0.9710 0.8241
S -0.7895 2.1688 -0.0457 0.7344
S 1.5375 -1.9362 0.7391 0.7856
S 0.2562 -1.9628 3.4406 0.6040
F 0.7794 2.3994 2.0878 0.0099
F -0.6727 4.0298 1.7023 -0.0255
F -3.5184 0.2167 -1.6270 0.1258
F -3.7145 -0.4899 0.4543 0.1291
F -4.5211 -1.7005 -1.1916 0.1311
F 1.1535 3.8462 0.4318 -0.0134
O -0.1506 -3.1838 4.0919 -0.3118
O -1.7958 -2.5776 0.2833 -0.2799
O 2.3537 -3.0341 0.2981 -0.2516
O -2.0203 -2.5711 -2.2284 -0.2775
O 0.6974 -0.2373 -7.3472 0.0570
O 1.2959 -1.1406 4.0117 -0.3033
O 0.6905 -1.4751 -0.5997 -0.2700
O -0.1272 1.7520 -6.8875 0.0350
N 0.5518 -2.3043 1.8620 -0.2919
N 0.3166 0.6259 -6.5331 -0.3205
C -1.3520 0.1087 2.5687 -0.0945
C 0.1505 3.1021 1.0543 -0.9488
C -3.3708 0.8206 3.6841 -0.0742
C 3.9205 -0.7191 1.4066 -0.0462
C -0.2766 -0.2972 -2.4693 -0.1876
C 2.2788 0.6904 0.3267 -0.0626
C -0.4499 -0.6540 -1.0227 -0.3084
C 0.3067 0.3551 -5.1427 -0.1576
C 0.3774 -1.2364 -3.3030 -0.0030
C -1.2446 -0.9667 3.4456 -0.2534
C -2.2231 -1.1818 4.4263 -0.0575
C -2.4270 0.9748 2.6652 -0.0984
C -3.2730 -0.2685 4.5553 -0.0837
C 4.5749 1.4200 0.4974 -0.0682
C 0.6571 -0.9197 -4.6251 0.0320
C -0.6634 0.9311 -3.0183 -0.0265
C -0.2697 1.3070 -4.2996 0.0298
C -3.5228 -0.8729 -0.8281 -0.5910
C 3.2644 1.6440 0.0883 -0.0546
C 4.8983 0.2472 1.1830 -0.0753
C 2.6270 -0.5442 0.8639 -0.2514
H 5.9136 0.0958 1.5445 0.1036
H -4.1965 1.5242 3.7783 0.1009
H 5.3283 2.1800 0.3101 0.1037
H 1.2298 0.9267 0.1070 0.0373
H -2.4810 1.7768 1.9299 0.0593
H -4.0199 -0.4339 5.3316 0.0986
H 4.1312 -1.5974 2.0067 0.1184
H -0.5794 0.2905 1.8244 0.0586
H 1.1436 -1.6483 -5.2714 0.1198
H 2.9934 2.5750 -0.4019 0.1062
H -0.4363 2.3159 -4.6507 0.1221
H -1.2260 1.6427 -2.4206 0.0422
H 0.6999 -2.2019 -2.8891 0.1344
H -0.7554 0.1128 -0.2980 -0.0229
H -2.1411 -2.0574 5.0705 0.1086
```

## Properties
**Lowest unoccupied orbital energy**: 0.8 eV
**Kohn-Sham gap**: 0.24212 Ha
**Net charge**: -1
**Relative energy (zero: lowest compared OMol25 entry of this formula, charge and spin)**: 30.7 kJ/mol

Record 2
Entry from OMol25: 4 unconnected molecules or ions with the total composition C8H24O8 at a distorted geometry (wB97M-V/def2-TZVPD).

The geometry in XYZ format:
```
40
Properties=species:S:1:pos:R:3:mulliken_spin:R:1
O 0.1597 0.0191 3.2346 -0.0001
O -1.4666 -1.4043 -1.7065 0.0442
O 4.6334 -1.8893 -3.9257 0.0000
O -0.1285 -2.2275 1.0602 0.0067
O 1.2370 -0.4822 -5.0333 0.0000
O -1.9863 3.4182 -0.9714 0.0696
O -1.4190 3.3993 1.7004 0.5588
O -2.3687 -0.2639 5.7750 0.0043
C -0.0771 -1.5559 -1.2634 0.0032
C -0.3484 -0.4371 4.4498 0.0002
C 2.1940 -1.5190 -4.6533 0.0001
C -1.9545 2.2160 1.1586 0.0844
C -1.6574 2.2593 -0.3398 0.1298
C -1.7400 0.2193 4.6338 0.0017
C 0.2513 -1.1398 0.2009 0.0085
C 3.5490 -0.9264 -4.0420 0.0000
H -0.5807 2.2060 -0.5004 0.0096
H -1.9987 -2.0458 -1.2300 -0.0017
H 1.7182 -2.2923 -4.0501 0.0000
H 2.4683 -2.0696 -5.5532 0.0000
H 1.6204 -0.0773 -5.8148 0.0000
H 5.4108 -1.3607 -3.7314 0.0000
H 3.2866 -0.5267 -3.0625 0.0000
H -2.9472 0.4595 6.0271 -0.0002
H 0.7231 -1.1592 -1.8881 0.0014
H 0.7006 0.8076 3.3203 0.0000
H -1.7107 1.3079 4.5876 0.0000
H -1.6782 4.1002 1.0978 -0.0062
H -1.7016 1.2061 1.4814 -0.0013
H -2.4210 0.0535 3.7990 0.0005
H 0.3103 -0.1914 5.2828 0.0002
H -3.0142 2.4133 1.3204 0.0584
H 3.8765 -0.1521 -4.7357 0.0000
H -2.1664 1.3603 -0.6873 0.0247
H -1.5902 3.5275 -1.8391 0.0011
H 0.1941 -2.6115 -1.2771 0.0030
H -0.3684 -1.5258 4.4007 0.0000
H 1.3239 -0.9619 0.2777 0.0028
H -0.0323 -1.8884 1.9532 -0.0001
H -0.3010 -0.2649 0.5438 -0.0036
```

## Properties
**Lowest unoccupied orbital energy (alpha / beta)**: -3.2 / -10.0 eV
**⟨S²⟩**: 0.7545
**Kohn-Sham gap (alpha / beta)**: 0.33482 / 0.08633 Ha
**Net charge**: +1
**2S+1**: 2
**Relative energy (zero: lowest compared OMol25 entry of this formula, charge and spin)**: 56.7 kJ/mol

Q: Which of these has the lowest relative energy (zero: lowest compared OMol25 entry of this formula, charge and spin)?
A: C21H15F6N2O8S4

Q: Number 1 is which compound?
A: C21H15F6N2O8S4

Q: Which value of net charge does entry 2 give?
A: +1